(1)
ORCA calculation (ωB97M-V/def2-TZVPD) on a cluster of 4 separate species, C15H30FN5O2SSi in total.

Last column: natural (NBO) charge in e.
Element x y z (Å)
N (4.661, 1.110, -4.078)  -0.595
C (3.734, 2.080, -3.700)  0.090
C (2.758, 2.709, -4.859)  -0.955
Si (0.885, 2.297, -4.662)  1.150
C (0.477, 0.423, -4.492)  -0.665
N (0.793, -0.186, -3.143)  -0.861
S (0.125, 3.517, -3.009)  1.809
O (0.601, 3.011, -1.613)  -0.858
O (-1.413, 3.655, -3.132)  -0.827
F (0.848, 5.100, -3.189)  -0.505
H (4.587, 0.918, -5.106)  0.319
H (3.759, 2.391, -2.566)  0.231
H (3.141, 2.430, -5.933)  0.269
H (2.862, 3.895, -4.770)  0.276
H (0.227, 2.785, -5.901)  -0.131
H (1.014, -0.166, -5.359)  0.248
H (-0.695, 0.266, -4.656)  0.234
H (1.513, -0.944, -3.241)  0.397
H (1.060, 0.525, -2.427)  0.380
C (0.182, 4.665, 0.941)  -0.624
C (-1.073, 4.849, 1.787)  -0.384
C (-0.979, 6.041, 2.741)  -0.502
C (0.181, 5.838, 3.702)  0.289
N (1.144, 5.671, 4.499)  -0.349
H (1.060, 4.453, 1.560)  0.213
H (0.059, 3.821, 0.255)  0.245
H (0.389, 5.561, 0.345)  0.199
H (-1.255, 3.929, 2.357)  0.206
H (-1.932, 4.990, 1.122)  0.211
H (-1.907, 6.138, 3.314)  0.247
H (-0.826, 6.970, 2.182)  0.244
C (-0.317, -3.559, -0.092)  -0.623
C (0.795, -3.767, 0.931)  -0.384
C (1.589, -2.490, 1.215)  -0.503
C (2.246, -1.999, -0.065)  0.316
N (2.790, -1.591, -1.127)  -0.382
H (0.082, -3.260, -1.067)  0.210
H (-0.874, -4.489, -0.242)  0.252
H (-1.021, -2.790, 0.244)  0.196
H (1.470, -4.552, 0.567)  0.210
H (0.355, -4.130, 1.866)  0.213
H (2.364, -2.688, 1.963)  0.249
H (0.931, -1.707, 1.606)  0.245
C (-2.351, -4.441, 4.770)  -0.613
C (-3.681, -4.764, 4.096)  -0.386
C (-3.618, -6.024, 3.229)  -0.502
C (-2.591, -5.836, 2.124)  0.318
N (-1.739, -5.680, 1.208)  -0.380
H (-1.566, -4.232, 4.036)  0.213
H (-2.451, -3.552, 5.400)  0.220
H (-2.020, -5.273, 5.403)  0.205
H (-3.986, -3.907, 3.484)  0.212
H (-4.447, -4.899, 4.867)  0.213
H (-4.597, -6.220, 2.780)  0.254
H (-3.342, -6.894, 3.834)  0.247

Properties
HOMO energy = -9.289 eV
SMILES = [H]/N=C\C[Si@@H](CN)S(=O)(=O)F.CCCC#N.CCCC#N.CCCC#N
2S+1 = 1
Gap between HOMO and LUMO = 8.648 eV

---

(2)
ORCA calculation (ωB97M-V/def2-TZVPD) on a structure of composition C15H30FO15Tl.

Last column: natural (NBO) charge in e.
Element x y z (Å)
Tl (-0.102, -7.076, -4.212)  1.021
F (-0.264, -5.962, -6.940)  -0.443
C (-3.528, -3.824, -2.199)  -0.252
O (-3.039, -3.047, -3.299)  -0.453
C (-2.003, -3.353, -4.084)  1.007
O (-1.353, -4.396, -4.037)  -0.562
O (-1.783, -2.292, -4.856)  -0.450
C (-0.749, -2.322, -5.862)  -0.257
H (-2.693, -4.329, -1.713)  0.201
H (-4.320, -4.481, -2.558)  0.201
H (-3.834, -3.055, -1.490)  0.234
H (-1.043, -3.176, -6.472)  0.194
H (0.254, -2.282, -5.437)  0.198
H (-0.899, -1.441, -6.485)  0.224
C (-3.676, -5.213, -6.789)  -0.249
O (-4.670, -5.664, -5.941)  -0.424
C (-4.302, -6.386, -4.822)  1.001
O (-3.144, -6.536, -4.355)  -0.651
O (-5.450, -6.704, -4.117)  -0.469
C (-5.399, -7.370, -2.907)  -0.263
H (-3.084, -6.100, -7.014)  0.203
H (-2.958, -4.478, -6.426)  0.189
H (-4.236, -4.754, -7.604)  0.230
H (-5.100, -6.650, -2.145)  0.179
H (-4.674, -8.183, -2.865)  0.195
H (-6.326, -7.810, -2.539)  0.234
C (-1.767, -7.614, -9.716)  -0.254
O (-1.930, -6.918, -10.942)  -0.418
C (-0.924, -6.604, -11.769)  0.981
O (0.243, -6.883, -11.652)  -0.492
O (-1.416, -5.859, -12.802)  -0.462
C (-0.506, -5.264, -13.815)  -0.278
H (-2.726, -8.020, -9.394)  0.232
H (-1.297, -6.941, -8.998)  0.225
H (-1.105, -8.478, -9.784)  0.223
H (-0.638, -5.743, -14.785)  0.228
H (0.549, -5.072, -13.620)  0.225
H (-0.930, -4.269, -13.952)  0.207
C (-0.498, -4.067, -9.772)  -0.268
O (-0.055, -2.798, -10.386)  -0.458
C (-0.996, -1.961, -10.696)  0.982
O (-2.169, -2.121, -10.434)  -0.522
O (-0.417, -0.819, -11.260)  -0.457
C (-1.275, 0.263, -11.697)  -0.270
H (-1.237, -4.554, -10.408)  0.205
H (-1.017, -3.842, -8.840)  0.200
H (0.330, -4.759, -9.613)  0.224
H (-2.106, 0.455, -11.019)  0.208
H (-1.534, -0.020, -12.718)  0.211
H (-0.813, 1.250, -11.733)  0.228
C (2.308, -3.677, -7.523)  -0.271
O (2.685, -3.119, -6.312)  -0.475
C (2.316, -3.710, -5.115)  1.015
O (1.597, -4.676, -4.946)  -0.545
O (2.919, -3.080, -4.093)  -0.493
C (4.049, -2.131, -4.150)  -0.261
H (1.383, -4.207, -7.295)  0.213
H (3.149, -4.308, -7.811)  0.210
H (2.166, -2.833, -8.197)  0.217
H (4.700, -2.396, -4.983)  0.206
H (4.710, -2.046, -3.288)  0.236
H (3.720, -1.108, -4.334)  0.207

Properties
Energy relative to the best compared isomer or geometry (same formula, charge and spin) = 403.1 kJ/mol
Net charge = +2
HOMO energy = -15.789 eV
2S+1 = 1
Gap between HOMO and LUMO = 2.320 eV

---

(3)
ORCA calculation (ωB97M-V/def2-TZVPD) on a structure of composition C15H31BF4IrP2.

Last column: Löwdin spin population.
Element x y z (Å)
P (1.673, -1.790, 1.459)  0.005
P (0.634, 1.800, 2.226)  0.582
C (1.970, -0.247, 0.505)  0.025
C (1.835, 1.238, 0.922)  0.090
H (1.387, -0.396, -0.418)  0.018
H (3.032, -0.346, 0.267)  0.001
H (2.810, 1.639, 1.251)  0.012
H (1.579, 1.783, -0.008)  0.005
C (-0.149, 3.180, 1.308)  0.065
H (-0.152, 4.094, 1.904)  0.004
H (-1.193, 2.850, 1.168)  0.010
H (0.345, 3.327, 0.340)  0.010
C (1.502, 2.576, 3.632)  0.092
H (1.658, 3.642, 3.428)  0.017
H (2.461, 2.074, 3.834)  0.001
H (0.824, 2.467, 4.501)  0.006
C (0.509, -2.957, 0.678)  0.013
H (0.380, -3.795, 1.367)  0.000
H (0.919, -3.378, -0.255)  0.000
H (-0.475, -2.542, 0.471)  0.013
C (3.180, -2.713, 1.431)  0.001
H (3.964, -2.189, 1.972)  0.000
H (3.462, -2.835, 0.371)  0.000
H (3.035, -3.698, 1.880)  0.000
Ir (-1.551, -0.338, -1.333)  2.166
C (-0.774, 1.211, -2.451)  0.197
C (-2.210, 1.237, -2.312)  0.255
C (-3.131, 0.583, -3.352)  0.085
C (-2.779, -0.864, -3.739)  0.080
C (-1.904, -1.616, -2.744)  0.327
C (-0.449, -1.418, -2.457)  0.272
C (0.375, -0.780, -3.551)  0.043
C (0.004, 0.712, -3.661)  0.032
C (0.949, -1.233, 2.983)  0.031
H (-0.202, 1.942, -1.841)  0.028
H (-2.578, 2.141, -1.768)  0.027
H (-3.138, 1.235, -4.213)  0.016
H (-4.136, 0.608, -2.912)  0.004
H (-3.734, -1.395, -3.646)  0.003
H (-2.404, -0.947, -4.770)  0.013
H (-2.193, -2.685, -2.624)  0.043
H (0.028, -2.179, -1.829)  0.044
H (0.250, -1.340, -4.490)  0.009
H (1.431, -0.908, -3.260)  0.002
H (0.966, 1.243, -3.646)  0.002
H (-0.496, 0.904, -4.625)  0.004
H (1.525, -0.510, 3.550)  0.004
H (0.733, -2.101, 3.605)  0.002
H (-0.016, -0.823, 2.679)  0.017
F (-1.625, 0.057, 0.621)  0.291
B (-2.037, 0.872, 4.406)  0.009
F (-2.109, 1.911, 3.532)  0.019
F (-3.072, 0.038, 4.488)  0.000
F (-0.912, 0.660, 5.127)  0.004

Properties
Energy relative to the best compared isomer or geometry (same formula, charge and spin) = 0.0 kJ/mol
Net charge = +2
HOMO energy (spin up / spin down) = -11.196 / -15.025 eV
⟨S²⟩ = 8.7576
2S+1 = 6
Gap between HOMO and LUMO (spin up / spin down) = 5.916 / 5.377 eV

---

(4)
ORCA calculation (ωB97M-V/def2-TZVPD) on a structure of composition C15H31BF4P2Pt.

Last column: Löwdin spin population.
Element x y z (Å)
P (0.263, -1.914, 0.830)  0.278
P (-0.165, 1.764, 1.538)  0.322
C (-0.041, -0.489, -0.324)  0.155
C (0.339, 0.972, -0.009)  0.137
H (-1.071, -0.567, -0.701)  0.002
H (0.627, -0.746, -1.166)  0.035
H (1.403, 1.165, -0.210)  0.002
H (-0.235, 1.638, -0.655)  0.018
C (-1.867, 2.366, 1.591)  0.043
H (-1.989, 2.801, 2.593)  0.001
H (-2.547, 1.507, 1.495)  0.005
H (-2.090, 3.120, 0.823)  0.011
C (1.041, 2.947, 2.136)  0.040
H (1.066, 3.877, 1.550)  0.011
H (2.031, 2.476, 2.131)  0.002
H (0.750, 3.149, 3.175)  0.004
C (-0.984, -3.203, 0.902)  0.047
H (-0.862, -3.760, 1.839)  0.004
H (-0.933, -3.909, 0.066)  0.013
H (-1.976, -2.737, 0.929)  0.002
C (1.980, -2.497, 0.787)  0.038
H (2.645, -1.635, 0.939)  0.004
H (2.250, -3.017, -0.143)  0.011
H (2.126, -3.185, 1.632)  0.002
Pt (-0.050, -0.343, 2.331)  1.177
C (0.516, 1.468, -2.749)  0.028
C (-0.838, 1.544, -2.613)  0.042
C (-1.766, 0.914, -3.595)  0.035
C (-1.378, -0.552, -4.014)  0.039
C (-0.656, -1.338, -2.970)  0.311
C (0.687, -1.427, -2.858)  0.295
C (1.624, -0.632, -3.733)  0.033
C (1.213, 0.863, -3.927)  0.007
C (0.173, -1.696, 3.877)  0.518
H (1.197, 2.022, -2.106)  0.001
H (-1.313, 2.304, -1.997)  0.002
H (-1.790, 1.556, -4.493)  0.001
H (-2.797, 0.894, -3.201)  0.003
H (-2.314, -1.088, -4.246)  0.001
H (-0.779, -0.508, -4.941)  0.009
H (-1.321, -1.934, -2.324)  0.006
H (1.162, -2.263, -2.328)  0.007
H (1.677, -1.123, -4.722)  0.019
H (2.653, -0.641, -3.329)  0.005
H (2.133, 1.455, -4.085)  0.001
H (0.600, 0.970, -4.837)  0.003
H (0.943, -1.255, 4.546)  0.037
H (0.461, -2.704, 3.527)  0.042
H (-0.792, -1.702, 4.426)  0.037
F (-0.243, 1.071, 4.248)  0.131
B (-0.199, 1.014, 5.822)  0.010
F (1.110, 0.622, 6.132)  0.002
F (-0.500, 2.312, 6.227)  0.007
F (-1.170, 0.073, 6.182)  0.003

Properties
Energy relative to the best compared isomer or geometry (same formula, charge and spin) = 106.8 kJ/mol
Net charge = +2
HOMO energy (spin up / spin down) = -12.665 / -16.008 eV
⟨S²⟩ = 6.0131
2S+1 = 5
Gap between HOMO and LUMO (spin up / spin down) = 5.321 / 4.954 eV

---

(5)
ORCA calculation (ωB97M-V/def2-TZVPD) on a structure of composition C15H31BrCeP2.

Last column: Löwdin charge in e.
Element x y z (Å)
P (-4.818, -0.805, -2.610)  0.772
P (-2.895, -3.154, -3.661)  0.744
C (-5.295, -1.681, -4.213)  -0.320
C (-4.613, -3.039, -4.431)  -0.327
H (-5.055, -0.975, -5.020)  0.102
H (-6.386, -1.801, -4.197)  0.105
H (-5.204, -3.867, -4.008)  0.100
H (-4.474, -3.253, -5.499)  0.109
C (-1.794, -2.848, -5.057)  -0.218
H (-0.760, -2.842, -4.685)  0.054
H (-1.997, -1.867, -5.503)  0.058
H (-1.915, -3.640, -5.809)  0.082
C (-2.690, -4.962, -3.408)  -0.217
H (-3.028, -5.486, -4.311)  0.087
H (-3.261, -5.326, -2.539)  0.020
H (-1.624, -5.170, -3.247)  0.076
C (-5.008, 0.952, -3.047)  -0.201
H (-4.863, 1.572, -2.152)  0.061
H (-6.014, 1.129, -3.450)  0.081
H (-4.263, 1.261, -3.791)  0.057
C (-6.347, -1.127, -1.632)  -0.230
H (-6.496, -2.204, -1.462)  -0.007
H (-7.186, -0.726, -2.214)  0.084
H (-6.323, -0.623, -0.656)  0.077
Ce (-3.441, -2.473, -1.198)  0.469
C (0.339, -0.269, -3.632)  -0.117
C (-0.022, 0.119, -4.861)  -0.125
C (-0.652, 1.403, -5.274)  -0.174
C (-0.379, 2.653, -4.391)  -0.174
C (-1.438, 2.937, -3.370)  -0.080
C (-1.847, 2.127, -2.382)  -0.126
C (-1.282, 0.800, -1.996)  -0.203
C (0.192, 0.518, -2.365)  -0.171
C (-3.079, -0.883, 0.439)  -0.199
H (0.744, -1.279, -3.496)  0.101
H (0.118, -0.586, -5.686)  0.105
H (-1.743, 1.272, -5.372)  0.112
H (-0.295, 1.632, -6.292)  0.122
H (0.623, 2.605, -3.949)  0.118
H (-0.358, 3.508, -5.086)  0.120
H (-1.930, 3.909, -3.497)  0.118
H (-2.690, 2.449, -1.761)  0.098
H (-1.913, -0.019, -2.402)  0.069
H (-1.386, 0.714, -0.905)  0.083
H (0.760, 1.456, -2.361)  0.122
H (0.610, -0.100, -1.554)  0.114
H (-3.294, -1.478, 1.350)  0.057
H (-3.665, 0.042, 0.425)  0.056
H (-1.994, -0.674, 0.390)  0.038
Br (-5.248, -4.375, -0.500)  0.315

Properties
Net charge = +2
HOMO energy (spin up / spin down) = -14.484 / -14.484 eV
2S+1 = 1
Gap between HOMO and LUMO (spin up / spin down) = 5.445 / 5.400 eV

---

(6)
ORCA calculation (ωB97M-V/def2-TZVPD) on a cluster of 5 separate species, C15H31BrN3O17S4 in total.

Last column: Löwdin charge in e.
Element x y z (Å)
C (-4.731, 2.620, 0.400)  -0.025
C (-3.649, 1.809, -0.307)  -0.276
C (-2.227, 2.194, 0.186)  -0.066
N (-1.857, 1.032, 1.014)  0.139
C (-2.601, -0.018, 0.644)  -0.295
N (-2.353, -1.253, 0.950)  0.145
C (-1.225, -1.691, 1.771)  -0.123
C (-1.562, -2.871, 2.715)  -0.253
C (-3.032, -2.997, 3.117)  -0.618
Br (-3.357, -4.807, 3.749)  0.680
N (-3.724, 0.319, -0.154)  -0.004
O (-4.834, -0.076, 0.671)  0.011
H (-4.834, 2.367, 1.457)  0.083
H (-4.469, 3.671, 0.304)  0.094
H (-5.698, 2.417, -0.061)  0.093
H (-3.716, 1.988, -1.377)  0.129
H (-1.610, 2.159, -0.713)  0.112
H (-2.106, 3.162, 0.657)  0.143
H (-1.735, 1.164, 2.011)  0.170
H (-3.008, -1.923, 0.568)  0.173
H (-0.849, -0.885, 2.399)  0.117
H (-0.396, -1.951, 1.112)  0.116
H (-1.193, -3.813, 2.313)  0.094
H (-1.004, -2.698, 3.637)  0.115
H (-3.311, -2.328, 3.928)  0.064
H (-3.740, -2.863, 2.303)  0.037
H (-4.642, 0.171, 1.590)  0.107
C (4.832, -2.117, 0.446)  -0.133
C (3.872, -1.513, -0.559)  -0.144
O (2.572, -1.947, -0.107)  -0.191
S (2.574, -2.048, 1.483)  0.563
O (1.999, -0.864, 2.022)  -0.224
O (2.077, -3.328, 1.852)  -0.227
O (4.141, -2.000, 1.704)  -0.177
H (5.010, -3.175, 0.249)  0.140
H (5.780, -1.591, 0.493)  0.144
H (4.049, -1.858, -1.573)  0.138
H (3.897, -0.422, -0.534)  0.137
C (3.605, -3.813, 5.032)  -0.159
C (2.674, -3.182, 6.045)  -0.165
O (3.462, -3.085, 7.235)  -0.184
S (4.997, -2.825, 6.851)  0.604
O (5.270, -1.436, 6.929)  -0.214
O (5.793, -3.781, 7.526)  -0.207
O (4.881, -3.222, 5.302)  -0.188
H (3.683, -4.892, 5.180)  0.139
H (3.312, -3.607, 4.007)  0.099
H (1.787, -3.780, 6.233)  0.135
H (2.380, -2.173, 5.744)  0.132
C (-2.671, 3.633, -4.672)  -0.149
C (-3.614, 4.226, -3.646)  -0.163
O (-2.798, 4.410, -2.480)  -0.217
S (-1.288, 4.755, -2.939)  0.604
O (-1.112, 6.158, -2.903)  -0.193
O (-0.437, 3.868, -2.227)  -0.234
O (-1.423, 4.305, -4.467)  -0.215
H (-2.512, 2.563, -4.513)  0.136
H (-3.017, 3.800, -5.689)  0.143
H (-4.456, 3.579, -3.418)  0.130
H (-3.981, 5.204, -3.963)  0.138
C (2.932, 0.862, -5.528)  -0.165
C (1.840, 0.386, -6.464)  -0.160
O (0.760, 1.301, -6.233)  -0.190
S (1.344, 2.752, -5.880)  0.618
O (1.356, 3.550, -7.051)  -0.197
O (0.716, 3.201, -4.690)  -0.224
O (2.846, 2.289, -5.573)  -0.177
H (2.747, 0.537, -4.501)  0.128
H (3.922, 0.540, -5.839)  0.137
H (1.519, -0.631, -6.259)  0.135
H (2.145, 0.468, -7.509)  0.137

Properties
Net charge = +1
HOMO energy = -12.694 eV
2S+1 = 1
Gap between HOMO and LUMO = 9.265 eV